Computed, not measured: a cluster of 2 separate species, C2BrClFN in total in a non-equilibrium geometry, with wB97M-V/def2-TZVPD.

Its spin multiplicity is 1. Its total energy is -3264.91244 Ha. As for the HOMO energy (alpha / beta): -10.114 / -10.116 eV.

```
6
Properties=species:S:1:pos:R:3:lowdin_charge:R:1
Br 1.8044 -1.1214 -0.2164 0.906
Cl 0.5192 2.3144 -0.1023 -0.104
F 0.0807 -0.3689 1.6591 0.118
N -1.7355 -0.2134 -1.2391 0.237
C -0.8725 -0.2272 -0.4990 -0.337
C 0.2036 -0.3834 0.3977 -0.821
```


Computed, not measured: a structure of composition C2BrClFN in a non-equilibrium geometry, with wB97M-V/def2-TZVPD.

Its spin multiplicity is 1. Its total energy is -3264.85675 Ha. As for the HOMO energy (alpha / beta): -10.070 / -11.330 eV.

```
6
Properties=species:S:1:pos:R:3:lowdin_charge:R:1
Br -1.9668 0.5742 0.3862 0.719
Cl 0.1956 -1.4594 0.0481 1.002
F -0.0239 -1.6793 2.0292 -0.500
N 1.3916 1.6727 -1.1791 0.225
C 0.6516 0.8766 -0.8811 -0.386
C -0.2480 0.0152 -0.4033 -1.061
```


Computed, not measured: a structure of composition C2BrClI2O in a non-equilibrium geometry, with wB97M-V/def2-TZVPD.

Its spin multiplicity is 1. Its total energy is -3780.90577 Ha. As for the HOMO energy (alpha / beta): -8.567 / -8.601 eV.

```
7
Properties=species:S:1:pos:R:3:lowdin_charge:R:1
I 1.8395 -1.5486 0.7704 0.573
I 1.0418 2.0870 0.4388 0.765
Br 1.7721 -0.0027 -2.0786 0.480
Cl -1.8803 -1.6562 0.5589 0.704
O -2.1642 0.9774 0.3666 0.035
C 0.9900 0.1756 -0.3757 -1.766
C -1.5989 -0.0325 0.3196 -0.792
```


Computed, not measured: a structure of composition C2BrF3I2 in a non-equilibrium geometry, with wB97M-V/def2-TZVPD.

Its spin multiplicity is 1. Its total energy is -3545.10581 Ha. As for the HOMO energy: -9.347 eV.

```
8
Properties=species:S:1:pos:R:3:lowdin_charge:R:1
I 1.9737 0.1971 -1.3808 0.966
I -2.1327 -0.1468 -1.4565 0.764
Br -0.2729 2.3197 0.0497 0.637
F -1.5714 0.4174 1.4211 -0.110
F 0.4400 -1.8870 -0.1863 -0.005
F 1.6094 -0.7890 1.2178 0.009
C 0.8998 -0.6947 0.0946 -1.011
C -0.9460 0.5833 0.2404 -1.249
```


Copy entry 1 word for word.
Computed, not measured: a cluster of 2 separate species, C2BrClFN in total in a non-equilibrium geometry, with wB97M-V/def2-TZVPD.

Its spin multiplicity is 1. Its total energy is -3264.91244 Ha. As for the HOMO energy (alpha / beta): -10.114 / -10.116 eV.

```
6
Properties=species:S:1:pos:R:3:lowdin_charge:R:1
Br 1.8044 -1.1214 -0.2164 0.906
Cl 0.5192 2.3144 -0.1023 -0.104
F 0.0807 -0.3689 1.6591 0.118
N -1.7355 -0.2134 -1.2391 0.237
C -0.8725 -0.2272 -0.4990 -0.337
C 0.2036 -0.3834 0.3977 -0.821
```


Q: Which value of total energy does entry 1 give?
A: -3264.91244 Ha


Q: What is the formula in the fourth record?
A: C2BrF3I2


Q: The highest total energy belongs to which entry?
A: number 2